{
  "formula": "C34H34N4O5PSW",
  "method": "wB97M-V/def2-TZVPD",
  "species": ["W", "O", "C", "N", "C", "O", "C", "C", "C", "C", "C", "N", "C", "C", "C", "C", "C", "N", "H", "H", "H", "H", "H", "H", "H", "H", "O", "C", "O", "C", "P", "C", "C", "C", "C", "C", "C", "C", "C", "C", "C", "C", "C", "H", "H", "H", "H", "H", "H", "H", "H", "H", "H", "H", "H", "C", "S", "C", "O", "H", "H", "H", "H", "H", "H", "C", "C", "C", "C", "C", "C", "N", "H", "H", "H", "H", "H", "H", "H", "H"],
  "xyz": [[0.3247, 0.5081, -0.4027], [4.1913, 1.3625, -1.8554], [3.0085, 1.2936, -1.7135], [2.2423, 0.2201, -1.2019], [2.6948, -1.0653, -1.3889], [3.8354, -1.4657, -1.4076], [1.5191, -1.9433, -1.6535], [1.6515, -3.2410, -2.1039], [0.5166, -3.9723, -2.4057], [-0.7145, -3.3492, -2.2400], [-0.7670, -2.0552, -1.7756], [0.3280, -1.3350, -1.4621], [1.9241, 2.1784, -2.2542], [1.6938, 2.2222, -3.5719], [0.3431, 2.3037, -4.0757], [-0.6727, 2.1242, -3.2147], [-0.4673, 2.0331, -1.7671], [0.8669, 2.3868, -1.2927], [2.6504, -3.6380, -2.2262], [0.5828, -4.9881, -2.7691], [-1.6366, -3.8642, -2.4700], [-1.7191, -1.5582, -1.6483], [2.5263, 2.0710, -4.2475], [0.1750, 2.4073, -5.1380], [-1.6974, 2.1163, -3.5656], [-1.2087, 2.6072, -1.2161], [-0.0754, 2.3323, 3.0616], [-0.5568, 1.5862, 2.2562], [-0.5510, 1.7719, 0.9397], [-1.2636, 0.2871, 2.6532], [-1.3045, -0.7433, 1.1291], [-1.2728, -2.4610, 1.7563], [-0.5005, -2.8142, 2.8615], [-0.5345, -4.1097, 3.3548], [-1.3405, -5.0653, 2.7532], [-2.0904, -4.7284, 1.6359], [-2.0486, -3.4382, 1.1313], [-3.0503, -0.5441, 0.6154], [-4.0797, -0.9647, 1.4587], [-5.4009, -0.7914, 1.0852], [-5.7097, -0.2109, -0.1384], [-4.6938, 0.2156, -0.9784], [-3.3678, 0.0610, -0.5972], [-2.2787, 0.5246, 2.9687], [-0.7477, -0.1703, 3.4921], [0.1281, -2.0818, 3.3485], [0.0635, -4.3646, 4.2201], [-1.3906, -6.0663, 3.1603], [-2.7163, -5.4730, 1.1612], [-2.6313, -3.1826, 0.2555], [-3.8419, -1.4239, 2.4109], [-6.1892, -1.1100, 1.7545], [-6.7430, -0.0825, -0.4319], [-4.9359, 0.6764, -1.9273], [-2.5696, 0.4331, -1.2313], [4.0902, -0.6389, 2.0317], [2.4896, -1.4363, 2.2578], [2.8696, -2.9954, 1.4219], [1.4840, -0.7214, 1.3690], [4.4123, -0.6974, 0.9948], [4.7884, -1.1598, 2.6885], [4.0016, 0.3982, 2.3501], [3.4176, -3.6288, 2.1195], [3.4670, -2.8113, 0.5322], [1.9209, -3.4646, 1.1645], [2.6733, 2.7734, 1.1918], [1.7592, 3.7848, 0.5936], [1.5481, 5.0673, 0.9962], [0.6799, 5.6898, 0.0653], [0.3666, 4.7899, -0.9070], [-0.4721, 4.9996, -2.1241], [1.0139, 3.6028, -0.5748], [2.9296, 3.1003, 2.1978], [3.5962, 2.6759, 0.6152], [2.2154, 1.7908, 1.2775], [1.9825, 5.5240, 1.8697], [0.3370, 6.7107, 0.1047], [-0.0957, 4.4493, -2.9836], [-0.4557, 6.0577, -2.3775], [-1.5171, 4.7186, -1.9664]],
  "lowdin_charge": [1.561, 0.159, -0.415, -0.026, -0.459, 0.112, -0.173, 0.030, -0.003, -0.024, -0.113, -0.054, -0.124, 0.023, -0.078, -0.090, -0.270, -0.151, 0.136, 0.125, 0.123, 0.092, 0.137, 0.114, 0.118, 0.108, 0.130, -0.635, -0.251, -0.173, 1.024, -0.331, -0.116, -0.062, -0.062, -0.061, -0.099, -0.357, -0.088, -0.056, -0.061, -0.062, -0.109, 0.108, 0.093, 0.069, 0.114, 0.113, 0.112, 0.102, 0.118, 0.114, 0.113, 0.111, 0.066, -0.206, 0.934, -0.208, -0.668, 0.058, 0.071, 0.054, 0.071, 0.042, 0.053, -0.024, -0.263, -0.030, -0.031, -0.247, -0.017, 0.020, 0.098, 0.086, 0.028, 0.114, 0.111, 0.058, 0.092, 0.086],
  "mol_weight_g_mol": 825.55,
  "s_squared": 2.022,
  "homo_energy_ev": [-9.90, -9.90],
  "total_energy_ha": -2717.64749,
  "multiplicity": 3,
  "relative_energy_kcal_mol": 94.4,
  "total_charge": 1,
  "orbital_gap_ev": [6.432, 6.094]
}

***

{
  "formula": "C80H151N7O45",
  "method": "wB97M-V/def2-TZVPD",
  "species": ["C", "C", "O", "C", "O", "O", "H", "H", "H", "H", "C", "C", "O", "C", "O", "O", "H", "H", "H", "H", "C", "C", "O", "C", "O", "O", "H", "H", "H", "H", "C", "C", "O", "C", "O", "O", "H", "H", "H", "H", "C", "C", "O", "C", "O", "O", "H", "H", "H", "H", "C", "C", "O", "C", "O", "O", "H", "H", "H", "H", "C", "C", "O", "C", "O", "O", "H", "H", "H", "H", "C", "C", "O", "C", "O", "O", "H", "H", "H", "H", "C", "C", "N", "H", "H", "H", "C", "C", "N", "H", "H", "H", "C", "C", "N", "H", "H", "H", "C", "C", "N", "H", "H", "H", "C", "C", "N", "H", "H", "H", "C", "C", "N", "H", "H", "H", "C", "C", "N", "H", "H", "H", "C", "O", "C", "C", "O", "C", "C", "O", "C", "H", "H", "H", "H", "H", "H", "H", "H", "H", "H", "H", "H", "H", "H", "C", "O", "C", "C", "O", "C", "C", "O", "C", "H", "H", "H", "H", "H", "H", "H", "H", "H", "H", "H", "H", "H", "H", "C", "O", "C", "C", "O", "C", "C", "O", "C", "H", "H", "H", "H", "H", "H", "H", "H", "H", "H", "H", "H", "H", "H", "C", "O", "C", "C", "O", "C", "C", "O", "C", "H", "H", "H", "H", "H", "H", "H", "H", "H", "H", "H", "H", "H", "H", "C", "O", "C", "C", "O", "C", "C", "O", "C", "H", "H", "H", "H", "H", "H", "H", "H", "H", "H", "H", "H", "H", "H", "C", "O", "C", "C", "O", "C", "C", "O", "C", "H", "H", "H", "H", "H", "H", "H", "H", "H", "H", "H", "H", "H", "H", "C", "O", "C", "C", "O", "C", "C", "O", "C", "H", "H", "H", "H", "H", "H", "H", "H", "H", "H", "H", "H", "H", "H"],
  "xyz": [[6.2144, 1.8421, -5.2962], [6.7358, 3.2873, -5.4191], [5.5386, 4.0927, -5.4542], [4.4818, 3.4141, -5.2126], [3.3847, 3.8725, -5.0797], [4.8565, 2.1395, -5.0734], [6.5434, 1.3140, -4.4013], [6.3709, 1.2050, -6.1667], [7.4619, 3.4711, -6.2110], [7.3105, 3.4575, -4.5087], [-2.6191, 1.9864, -1.7487], [-3.2455, 2.2781, -0.4581], [-4.1656, 1.1568, -0.2538], [-3.9534, 0.1835, -1.1612], [-4.5590, -0.8754, -1.2567], [-2.9906, 0.6038, -1.9511], [-1.5377, 2.1214, -1.7701], [-2.9587, 2.7462, -2.4527], [-3.8962, 3.1525, -0.4494], [-2.4281, 2.3555, 0.2588], [4.9151, 0.6607, 2.0695], [6.2794, 0.6319, 1.4765], [6.2963, -0.6598, 0.8852], [4.9871, -1.1171, 0.7186], [4.6872, -2.1793, 0.2055], [4.1419, -0.1556, 1.1575], [4.5992, 1.7032, 2.0302], [4.8928, 0.3711, 3.1200], [6.9581, 0.6337, 2.3295], [6.5107, 1.3905, 0.7288], [-1.5495, 4.5907, 4.0096], [-1.1841, 4.2375, 2.5938], [-1.8700, 5.1874, 1.8224], [-2.3131, 6.2362, 2.6901], [-2.5797, 7.3671, 2.2634], [-2.3017, 5.7541, 3.9622], [-0.5759, 4.7372, 4.4774], [-2.0286, 3.7146, 4.4467], [-1.6059, 3.2634, 2.3464], [-0.0966, 4.2745, 2.5291], [4.8473, 6.2759, 2.3820], [5.5135, 6.6940, 3.6903], [6.2144, 7.8669, 3.3442], [6.2483, 8.0303, 1.9737], [6.8051, 8.9372, 1.4028], [5.5252, 7.0237, 1.3836], [3.8029, 6.5869, 2.4045], [4.9768, 5.1944, 2.4226], [6.1861, 5.9852, 4.1733], [4.6523, 6.8394, 4.3425], [-0.6120, -8.3653, -0.3519], [-0.4540, -9.7688, 0.2583], [-1.7719, -10.2985, 0.2986], [-2.6708, -9.3878, -0.0196], [-3.8946, -9.5134, -0.0399], [-2.0311, -8.2458, -0.4436], [-0.1425, -8.2562, -1.3296], [-0.2052, -7.6077, 0.3179], [-0.0722, -9.6555, 1.2729], [0.2498, -10.3901, -0.2957], [5.8459, -3.5298, -2.6388], [5.1458, -3.1115, -3.8317], [6.0313, -2.1901, -4.4164], [7.2767, -2.4413, -3.9614], [8.3581, -1.8291, -4.1762], [7.2143, -3.3976, -3.0487], [5.5273, -4.5276, -2.3374], [5.6943, -2.8614, -1.7913], [4.1838, -2.7230, -3.4973], [4.8141, -3.8868, -4.5223], [6.6670, 6.0887, -1.5481], [7.1467, 7.5612, -1.6346], [7.6459, 7.7028, -2.9378], [7.6536, 6.4831, -3.5429], [7.8529, 6.3151, -4.7047], [7.3121, 5.4607, -2.6412], [5.5930, 5.9932, -1.7076], [6.9996, 5.6458, -0.6093], [7.9862, 7.6941, -0.9522], [6.3072, 8.2098, -1.3844], [-0.5950, 8.8496, 0.3851], [0.4779, 8.1622, 1.1025], [1.3423, 7.6034, 1.6352], [-1.5056, 8.8072, 0.9828], [-0.7349, 8.4840, -0.6322], [-0.2814, 9.8934, 0.4008], [4.1816, 1.4316, -2.2582], [5.4827, 2.0848, -2.0106], [6.5690, 2.5672, -1.9250], [3.4858, 2.1649, -2.6659], [3.7178, 1.0966, -1.3304], [4.3797, 0.6210, -2.9595], [2.4913, -2.0687, -6.0764], [1.2395, -1.7139, -5.4062], [0.2571, -1.4081, -4.9002], [3.1527, -2.4209, -5.2849], [2.8470, -1.2113, -6.6477], [2.1286, -2.8208, -6.7771], [3.5752, -3.9640, 5.6738], [2.2972, -4.3047, 5.0672], [1.2955, -4.5885, 4.5562], [3.8293, -2.9624, 5.3268], [4.3222, -4.7018, 5.3807], [3.4545, -3.8582, 6.7519], [-0.0785, -5.3586, -2.3758], [1.0375, -4.7970, -3.1115], [1.9067, -4.2659, -3.6453], [0.0422, -4.9523, -1.3716], [-0.1012, -6.4473, -2.4254], [-0.9923, -4.9755, -2.8301], [0.2147, 2.1788, -3.9182], [-0.9885, 2.5268, -4.7906], [-1.8749, 2.7978, -5.4730], [0.1148, 1.1983, -3.4526], [0.3447, 2.9481, -3.1569], [1.1314, 2.1987, -4.5076], [-3.7373, -4.0429, -1.1569], [-2.7426, -4.5479, -0.2372], [-1.9167, -4.9798, 0.4868], [-4.2156, -4.8916, -1.6457], [-3.3462, -3.2879, -1.8391], [-4.5185, -3.5934, -0.5440], [2.1723, 3.8453, 4.4287], [1.1304, 2.9940, 3.9822], [1.3967, 1.6084, 3.8992], [0.1255, 0.8420, 3.8323], [-0.4903, 1.0440, 2.5686], [-1.6306, 0.1912, 2.2912], [-2.7526, 0.4746, 3.2884], [-3.1748, 1.8473, 3.2771], [-4.2026, 2.0670, 4.2346], [2.9225, 3.3882, 5.0741], [1.8937, 4.8665, 4.6888], [2.7097, 3.9257, 3.4838], [2.1563, 1.2555, 4.5968], [1.8473, 1.4616, 2.9176], [-0.4630, 1.2149, 4.6706], [0.2866, -0.2294, 3.9515], [-1.4467, -0.8830, 2.3099], [-2.1604, 0.4854, 1.3852], [-2.3573, 0.3055, 4.2900], [-3.5517, -0.2023, 2.9859], [-4.2939, 3.1481, 4.3402], [-4.0180, 1.7180, 5.2506], [-5.1355, 1.6489, 3.8565], [-8.9968, 0.9298, -7.5418], [-7.7219, 0.6444, -6.9655], [-6.8136, 1.7363, -6.9141], [-5.8078, 1.6050, -5.7371], [-5.1326, 0.3275, -5.8407], [-4.0958, 0.1219, -4.9239], [-3.2514, -1.0334, -5.4752], [-4.0516, -2.1898, -5.8271], [-3.3487, -3.3998, -5.8783], [-9.0771, 0.7920, -8.6201], [-9.4544, 1.8734, -7.2447], [-9.6246, 0.1020, -7.2120], [-7.3714, 2.6456, -6.6901], [-6.3245, 1.9693, -7.8599], [-6.3562, 1.7708, -4.8099], [-5.0609, 2.3676, -5.9579], [-4.5656, 0.0321, -3.9445], [-3.3728, 0.9238, -4.7750], [-2.5224, -1.2664, -4.6991], [-2.5872, -0.7590, -6.2947], [-3.9845, -4.2813, -5.9602], [-2.6180, -3.5524, -5.0839], [-2.7681, -3.3303, -6.7981], [1.4626, -7.5862, 2.9933], [2.3498, -7.9423, 1.8718], [3.1260, -6.7808, 1.5290], [2.4719, -5.8746, 0.4763], [2.0564, -6.5038, -0.7031], [3.1295, -7.2108, -1.3627], [2.7370, -7.7531, -2.6964], [3.7807, -8.7030, -3.0363], [3.4977, -9.3960, -4.2479], [0.8243, -8.4561, 3.1474], [0.8456, -6.7564, 2.6485], [1.9659, -7.2367, 3.8948], [4.0699, -7.1693, 1.1466], [3.4192, -6.2392, 2.4283], [3.1352, -5.0320, 0.2805], [1.5545, -5.4279, 0.8595], [3.4840, -8.0564, -0.7733], [4.0066, -6.5913, -1.5496], [2.6932, -7.0003, -3.4834], [1.7517, -8.1888, -2.5301], [2.5559, -9.9416, -4.1895], [4.2762, -10.1271, -4.4661], [3.5077, -8.6912, -5.0793], [-2.3604, -3.8218, 4.2640], [-3.6189, -3.0504, 4.1528], [-3.9784, -2.8714, 2.7848], [-5.3810, -2.3749, 2.5838], [-6.2141, -3.4454, 3.1242], [-7.6395, -3.1910, 3.0328], [-8.3984, -4.3280, 3.6898], [-9.8021, -4.0307, 3.9597], [-10.3811, -5.0603, 4.7531], [-1.8586, -3.4851, 5.1712], [-1.6617, -3.5652, 3.4677], [-2.5335, -4.8768, 4.4761], [-3.8200, -3.8242, 2.2797], [-3.2527, -2.2969, 2.2091], [-5.4938, -2.2581, 1.5060], [-5.5476, -1.4155, 3.0736], [-7.8388, -3.1763, 1.9613], [-7.9550, -2.1998, 3.3585], [-7.8270, -4.5187, 4.5982], [-8.3474, -5.2128, 3.0553], [-10.5488, -6.0072, 4.2398], [-11.4088, -4.7684, 4.9695], [-9.9992, -5.1600, 5.7692], [0.0096, -1.5723, 6.9333], [-1.2562, -0.9884, 6.8119], [-1.8504, -0.6185, 8.0369], [-3.0774, 0.2424, 7.6816], [-4.2920, -0.5554, 7.5484], [-4.2689, -1.4597, 6.4711], [-5.5448, -2.1465, 6.4364], [-5.7543, -2.9260, 7.6169], [-6.9150, -3.7221, 7.5488], [0.5644, -1.4790, 5.9997], [-0.0583, -2.6306, 7.1854], [0.6729, -1.2073, 7.7175], [-1.1774, -0.1729, 8.7694], [-2.1939, -1.5280, 8.5298], [-2.9258, 0.8636, 6.7989], [-3.2045, 0.8473, 8.5793], [-3.5341, -2.2575, 6.5787], [-4.1112, -1.0799, 5.4616], [-5.5821, -2.6359, 5.4632], [-6.3353, -1.3961, 6.4437], [-7.7546, -3.0534, 7.3589], [-7.0805, -4.1997, 8.5145], [-6.9394, -4.5124, 6.7985], [0.4323, 4.5774, -0.3839], [0.0155, 3.2128, -0.4778], [0.9966, 2.4276, 0.1581], [0.8424, 0.9671, -0.0447], [1.3289, 0.5820, -1.3560], [1.4587, -0.8396, -1.6641], [0.3377, -1.7656, -1.2895], [0.0277, -1.7746, 0.1188], [0.9812, -2.4845, 0.8977], [1.5019, 4.7102, -0.5465], [0.1041, 5.1191, 0.5032], [0.0181, 5.0660, -1.2659], [1.0690, 2.6824, 1.2154], [2.0197, 2.5585, -0.1944], [-0.2147, 0.7281, 0.0717], [1.3061, 0.2794, 0.6625], [2.4051, -1.1564, -1.2258], [1.7806, -0.9872, -2.6950], [0.6636, -2.6820, -1.7815], [-0.5909, -1.4927, -1.7908], [1.3473, -3.3433, 0.3352], [0.4418, -2.7082, 1.8181], [1.8114, -1.7957, 1.0537], [2.7381, 7.6251, -1.1093], [3.5035, 7.6880, -2.3305], [3.3688, 6.6732, -3.3439], [2.1488, 6.8590, -4.2585], [0.8889, 6.5364, -3.6109], [-0.2999, 7.0807, -4.2188], [-1.5471, 6.4304, -3.5935], [-1.5407, 6.6752, -2.2227], [-2.6809, 6.1988, -1.5975], [1.7344, 7.2694, -1.3421], [2.7890, 8.5609, -0.5528], [3.1944, 6.8712, -0.4679], [3.4448, 5.6879, -2.8840], [4.2242, 6.7404, -4.0161], [2.1843, 6.1336, -5.0712], [2.2430, 7.8194, -4.7653], [-0.3914, 6.9467, -5.2966], [-0.2332, 8.1589, -4.0729], [-1.5408, 5.3617, -3.8080], [-2.3867, 6.7797, -4.1944], [-2.5866, 6.3198, -0.5184], [-2.9352, 5.1611, -1.8135], [-3.5061, 6.7891, -1.9958]],
  "lowdin_charge": [-0.102, -0.070, 0.108, -0.630, 0.144, 0.017, 0.110, 0.131, 0.136, 0.105, -0.114, -0.097, 0.060, -0.568, 0.116, 0.066, 0.101, 0.124, 0.138, 0.109, -0.125, -0.134, 0.051, -0.494, 0.123, 0.042, 0.127, 0.134, 0.138, 0.120, -0.141, -0.169, 0.009, -0.403, 0.102, 0.092, 0.115, 0.119, 0.107, 0.107, -0.136, -0.145, 0.060, -0.485, 0.155, 0.037, 0.103, 0.120, 0.128, 0.127, -0.119, -0.089, 0.085, -0.530, 0.119, 0.033, 0.094, 0.109, 0.114, 0.134, -0.113, -0.196, 0.075, -0.516, 0.089, 0.086, 0.138, 0.115, 0.102, 0.132, -0.138, -0.126, 0.070, -0.507, 0.158, 0.003, 0.107, 0.119, 0.127, 0.127, -0.035, -0.262, 0.152, 0.063, 0.077, 0.089, -0.041, -0.219, 0.167, 0.084, 0.056, 0.089, -0.044, -0.282, 0.171, 0.031, 0.091, 0.092, -0.058, -0.269, 0.161, 0.079, 0.088, 0.086, -0.042, -0.259, 0.190, 0.062, 0.072, 0.089, -0.037, -0.235, 0.135, 0.052, 0.065, 0.069, -0.045, -0.257, 0.160, 0.096, 0.081, 0.073, -0.076, -0.211, -0.190, -0.172, -0.134, -0.128, -0.180, -0.189, -0.078, 0.088, 0.095, 0.074, 0.129, 0.109, 0.130, 0.129, 0.116, 0.113, 0.107, 0.110, 0.088, 0.072, 0.097, -0.110, -0.168, -0.203, -0.147, -0.125, -0.205, -0.168, -0.172, -0.132, 0.078, 0.083, 0.082, 0.107, 0.121, 0.123, 0.115, 0.113, 0.079, 0.085, 0.122, 0.085, 0.065, 0.081, -0.077, -0.190, -0.193, -0.200, -0.150, -0.172, -0.193, -0.181, -0.103, 0.081, 0.067, 0.066, 0.116, 0.113, 0.122, 0.105, 0.129, 0.125, 0.111, 0.112, 0.086, 0.087, 0.085, -0.038, -0.196, -0.234, -0.156, -0.146, -0.175, -0.174, -0.172, -0.127, 0.061, 0.068, 0.095, 0.105, 0.103, 0.122, 0.118, 0.120, 0.127, 0.103, 0.129, 0.087, 0.080, 0.083, -0.130, -0.197, -0.192, -0.131, -0.102, -0.240, -0.218, -0.151, -0.115, 0.068, 0.085, 0.083, 0.121, 0.133, 0.100, 0.122, 0.122, 0.112, 0.110, 0.134, 0.085, 0.086, 0.074, -0.065, -0.156, -0.215, -0.165, -0.158, -0.166, -0.174, -0.210, -0.070, 0.086, 0.065, 0.079, 0.107, 0.119, 0.107, 0.110, 0.104, 0.101, 0.087, 0.128, 0.069, 0.084, 0.067, -0.094, -0.203, -0.178, -0.159, -0.159, -0.162, -0.209, -0.196, -0.101, 0.067, 0.084, 0.060, 0.111, 0.125, 0.109, 0.128, 0.123, 0.125, 0.109, 0.128, 0.082, 0.075, 0.097],
  "mol_weight_g_mol": 1931.09,
  "homo_energy_ev": -9.01,
  "total_energy_ha": -6907.35005,
  "multiplicity": 1,
  "orbital_gap_ev": 8.211
}